18
Properties=species:S:1:pos:R:3:forces:R:3:nbo_charge:R:1 method="wB97M-V/def2-TZVPD" homo_lumo_gap_ev=5.920 multiplicity=1 charge=-1 smiles="CN(C)C(=O)CC[S-]" e_homo_ev=-2.54
N 0.883595 0.155394 0.221446 -0.027 -0.218 0.299 -0.451
C -1.207704 0.374893 -1.099535 -0.351 0.077 1.043 -0.516
H 0.850434 0.377590 2.277626 0.031 -0.125 0.080 0.185
H -0.280348 -0.890822 1.712583 0.081 -0.018 0.010 0.212
H -0.628400 0.832691 1.470083 -0.232 -0.311 0.179 0.221
H 2.712987 -0.053194 -0.688035 0.103 -0.134 -0.157 0.230
H 2.697030 1.196247 0.491891 0.223 -0.128 0.602 0.183
O 0.988781 0.806400 -1.925760 0.143 -0.041 -0.098 -0.679
H 2.642064 -0.608540 0.976078 0.327 0.337 0.409 0.189
H -1.478178 0.536518 -2.136090 0.092 0.185 -0.100 0.224
H -1.109180 -1.374674 0.100545 -0.273 -0.336 -0.146 0.162
C -1.859838 -0.929129 -0.555969 0.574 0.090 -0.433 -0.525
C 0.290252 0.463604 -0.973745 0.255 -0.101 -0.497 0.692
C 0.160736 0.078061 1.488585 0.006 0.839 -0.290 -0.413
H -1.590828 1.213436 -0.503304 -0.225 -0.019 -0.127 0.225
S -3.454354 -0.782033 0.273210 -0.057 0.225 0.122 -0.705
C 2.335964 0.183346 0.300202 -0.721 -0.120 -0.988 -0.414
H -1.953010 -1.579792 -1.429812 0.052 -0.203 0.093 0.180